Density functional theory data (ωB97M-V with the def2-TZVPD basis set) for 8 unconnected molecules or ions with the total composition C7H32BN14O7 in a non-equilibrium geometry.

```
61
Properties=species:S:1:pos:R:3:forces:R:3
H 4.932 -0.578 1.204 -0.1 -0.1 0.2
H -0.189 -2.169 0.546 -0.3 0.0 0.4
N -1.439 3.458 0.889 1.4 -0.2 -0.8
H -2.780 -0.429 0.624 0.0 0.0 0.2
N 3.704 2.279 0.949 0.3 0.4 -0.4
H 0.299 1.301 -0.138 0.2 1.1 -0.2
N 1.537 1.385 -2.266 -0.4 -0.6 1.0
O 5.595 1.437 -0.105 0.2 0.3 -0.4
H -4.362 -3.374 -1.466 0.4 -0.5 -0.2
H 0.584 0.142 1.325 0.6 0.0 0.9
C -1.996 -0.594 -4.008 -1.1 -0.4 -2.1
N -0.584 -1.436 3.768 0.3 -0.6 0.1
H 1.411 4.810 0.745 -0.2 0.3 -0.2
O -4.773 -1.206 -0.796 0.1 0.2 -0.1
N -2.926 -1.416 0.523 -0.3 -0.2 -0.1
H -2.751 -3.689 -0.884 0.2 0.3 0.2
B -0.128 0.363 0.403 0.1 -0.2 0.4
H -2.418 3.536 1.079 -0.1 0.3 -0.4
O -2.427 -1.014 5.050 0.1 0.1 0.5
H -1.047 2.638 0.434 -0.9 -0.4 0.5
C -1.590 -0.645 4.254 0.0 0.2 -1.1
H -1.043 0.666 2.768 0.0 0.4 0.1
H 0.116 -1.059 3.154 0.0 0.0 -0.1
H 2.411 -0.916 -1.724 0.0 -0.3 -0.1
N 2.260 -0.794 -2.711 -0.4 -0.1 0.4
H -1.202 0.573 0.821 -0.9 0.2 0.2
N -3.567 -3.110 -0.906 -1.4 0.1 -0.2
H -1.926 -0.147 -2.018 -0.1 -0.1 -0.1
H -0.182 -3.677 1.501 -0.5 0.1 -0.2
H -3.909 -1.294 -4.525 0.4 0.0 -0.4
H -2.226 -2.057 0.842 0.2 0.2 0.1
H 3.836 3.224 0.648 -0.3 0.1 -0.2
H -3.791 -0.577 -2.989 -0.2 -0.2 0.0
H -0.073 -0.563 -0.321 -0.2 -0.6 -0.7
O 2.211 -4.153 0.969 -0.2 -0.1 0.1
H 1.650 -1.067 0.654 0.7 -0.3 -0.1
N 4.244 0.152 1.221 0.6 -0.4 -0.8
O -1.512 -0.751 -5.121 0.9 0.0 0.6
H -0.606 -2.428 3.912 -0.1 0.0 0.2
H -0.413 -0.022 -2.723 -0.2 -0.2 -0.8
O 2.053 0.753 -4.354 0.1 -0.5 -0.3
O -0.931 5.699 0.817 0.1 0.1 -0.2
N 0.694 4.153 0.501 1.0 0.0 -0.5
C -3.812 -1.854 -0.407 0.7 -0.2 0.1
H 3.490 0.138 1.883 0.2 -0.2 0.1
C 1.585 -3.120 0.796 0.6 -0.2 0.2
N -1.391 -0.214 -2.867 0.4 0.3 1.2
N -1.553 0.580 3.632 -0.1 -0.1 0.6
N 0.209 -3.057 0.815 0.4 -0.2 -0.2
N -3.358 -0.766 -3.880 -0.5 0.5 1.5
C -0.600 4.536 0.679 -1.1 0.1 1.6
H 0.867 1.106 -1.546 0.6 0.2 -0.2
C 4.601 1.320 0.562 -0.7 -0.5 1.8
H 0.989 3.196 0.418 -0.3 -0.2 0.1
H 3.207 -1.950 0.596 0.0 0.2 -0.1
H 1.367 2.297 -2.655 -0.1 -0.2 -0.3
H -1.992 1.361 4.080 -0.2 0.0 -0.2
H 2.672 -1.412 -3.385 0.0 -0.1 0.1
C 1.928 0.429 -3.184 0.6 1.6 -1.1
N 2.207 -1.925 0.594 -0.6 0.1 -0.3
H 2.837 1.931 1.320 -0.2 0.6 -0.1
```
Positions in Å, forces in eV/Å.

The calculation puts the LUMO energy at 2.2 eV. As for the charge: -1. Its spin multiplicity is 1. The energy above the lowest of the compared OMol25 structures with the same formula, charge and spin is 44.8 kJ/mol. The value obtained for the total energy is -43656.7447 eV.